Computed, not measured: a cluster of 7 separate species, C21H38O21 in total, with wB97M-V/def2-TZVPD.

Structure (XYZ):
```
80
Properties=species:S:1:pos:R:3:mulliken_charge:R:1
C -0.283 -1.769 -2.910 -0.312
O -0.990 -0.789 -2.187 -0.274
C -0.933 -0.772 -0.861 0.870
O -0.184 -1.382 -0.147 -0.574
O -1.727 0.199 -0.440 -0.401
C -1.443 0.764 0.834 -0.543
H -0.687 -2.778 -2.770 0.346
H 0.758 -1.882 -2.621 -0.221
H -0.376 -1.595 -3.977 0.375
H -0.417 0.778 1.201 0.034
H -1.945 0.150 1.588 0.333
H -1.890 1.753 0.864 0.336
C 1.752 -0.046 5.414 -0.609
O 1.454 -0.498 4.115 -0.253
C 2.414 -0.457 3.207 0.631
O 3.507 0.013 3.392 -0.567
O 1.910 -0.931 2.071 -0.121
C 2.844 -1.026 0.993 -0.765
H 2.334 -0.724 6.045 0.309
H 0.819 0.080 5.958 0.175
H 2.318 0.885 5.400 0.269
H 3.710 -1.659 1.171 0.443
H 3.036 -0.058 0.535 0.380
H 2.313 -1.600 0.229 0.063
C -7.438 -4.282 -4.291 -0.623
O -7.143 -3.129 -5.052 -0.315
C -5.894 -2.667 -5.059 0.780
O -5.578 -1.612 -5.504 -0.533
O -5.057 -3.566 -4.527 -0.351
C -3.681 -3.260 -4.437 -0.732
H -6.968 -4.326 -3.309 0.281
H -7.213 -5.191 -4.845 0.268
H -8.499 -4.304 -4.039 0.282
H -2.993 -4.001 -4.827 0.311
H -3.482 -2.912 -3.420 0.281
H -3.503 -2.337 -5.003 0.356
C 3.417 -1.701 -2.874 -0.719
O 4.255 -0.636 -2.515 -0.141
C 5.213 -0.223 -3.346 0.702
O 5.593 -0.818 -4.325 -0.600
O 5.613 0.940 -2.888 -0.201
C 6.634 1.694 -3.513 -0.762
H 2.924 -2.088 -1.987 0.182
H 4.017 -2.499 -3.323 0.409
H 2.686 -1.434 -3.641 0.273
H 7.464 1.843 -2.829 0.276
H 6.229 2.676 -3.753 0.236
H 6.939 1.235 -4.451 0.365
C -3.531 0.431 7.351 -0.592
O -3.300 -0.832 6.709 -0.340
C -3.155 -0.905 5.420 0.877
O -3.150 0.014 4.629 -0.580
O -2.947 -2.181 5.082 -0.337
C -2.693 -2.479 3.730 -0.472
H -3.668 0.262 8.410 0.216
H -4.356 0.947 6.870 0.290
H -2.621 1.006 7.178 0.271
H -3.625 -2.703 3.208 0.323
H -2.066 -3.368 3.661 0.265
H -2.147 -1.735 3.150 0.094
O 3.523 2.370 -1.619 -0.480
C 2.423 2.704 -1.902 0.327
O 2.020 3.830 -2.506 -0.391
C 0.605 3.931 -2.389 -0.490
C 0.149 2.497 -2.178 -0.040
O 1.360 1.865 -1.736 0.186
H 0.311 4.728 -1.703 0.252
H 0.251 4.326 -3.348 0.325
H -0.156 2.067 -3.129 0.296
H -0.604 2.456 -1.397 0.081
O -0.311 5.549 2.886 -0.541
C 0.492 4.706 2.667 0.592
O 0.828 4.288 1.390 -0.348
C 1.721 3.197 1.472 0.472
C 2.219 3.256 2.913 0.428
O 1.189 4.009 3.561 -0.345
H 1.342 2.274 1.033 -0.274
H 2.625 3.422 0.893 0.096
H 3.175 3.759 3.018 0.220
H 2.268 2.253 3.330 -0.332
```

Properties
SMILES string = COC(=O)OC.COC(=O)OC.COC(=O)OC.COC(=O)OC.COC(=O)OC.O=C1OCCO1.O=C1OCCO1
Orbital gap = 0.40920 Eh
Relative energy (zero: lowest compared OMol25 entry of this formula, charge and spin) = 17.18 kcal per mole
HOMO level = -10.77 eV
Total energy = -65389.3648 eV

***

Computed, not measured: a structure of composition C21H38ReS3SbSe, with wB97M-V/def2-TZVPD.

Structure (XYZ):
```
65
Properties=species:S:1:pos:R:3:mulliken_spin:R:1
Re 0.752 0.643 -0.071 3.083
C 1.758 2.945 2.170 0.047
C 0.605 3.706 1.542 -0.021
S -0.526 2.624 0.575 0.012
C -0.733 3.535 -0.995 0.037
C 0.525 3.661 -1.832 -0.016
S 1.408 2.063 -2.045 0.020
C 3.126 2.521 -1.623 0.036
C 3.326 2.988 -0.195 0.013
S 2.643 1.813 1.041 -0.009
H 2.496 3.636 2.579 0.000
H 1.421 2.300 2.982 0.020
H -0.004 4.138 2.337 -0.002
H 0.931 4.516 0.892 -0.003
H -1.514 2.985 -1.522 0.010
H -1.130 4.519 -0.743 -0.001
H 0.263 4.001 -2.834 0.001
H 1.229 4.377 -1.410 0.001
H 3.712 1.626 -1.834 -0.006
H 3.430 3.297 -2.326 0.005
H 4.394 3.062 0.015 0.001
H 2.889 3.966 -0.003 0.001
Se 1.439 -1.581 -0.166 -0.211
C 2.966 -2.184 -1.103 0.053
C 3.552 -1.418 -2.115 -0.002
C 4.609 -1.950 -2.824 0.010
C 5.078 -3.228 -2.523 -0.046
C 4.490 -3.982 -1.511 0.009
C 3.422 -3.470 -0.800 -0.026
H 3.153 -0.440 -2.354 -0.017
H 5.070 -1.380 -3.619 0.000
H 5.903 -3.641 -3.088 -0.001
H 4.860 -4.973 -1.286 0.000
H 2.957 -4.051 -0.013 0.001
C -0.958 -3.140 2.163 0.009
C -1.761 -2.805 0.918 0.003
C -3.199 -3.282 1.002 -0.003
Sb -1.713 -0.601 0.544 -0.059
C -2.658 -0.235 -1.444 0.029
C -4.060 -0.814 -1.508 0.004
C -1.729 -0.787 -2.516 0.034
C -2.649 0.483 2.256 -0.021
C -1.588 0.616 3.337 -0.049
C -3.902 -0.239 2.713 0.003
H -0.919 -4.228 2.262 0.001
H -1.433 -2.754 3.065 0.000
H 0.069 -2.781 2.122 0.005
H -1.272 -3.183 0.017 0.002
H -3.668 -2.989 1.940 0.000
H -3.192 -4.374 0.973 0.003
H -3.821 -2.942 0.178 0.000
H -2.708 0.855 -1.502 0.022
H -4.053 -1.903 -1.499 -0.001
H -4.527 -0.508 -2.448 0.001
H -4.695 -0.449 -0.700 0.001
H -1.617 -1.870 -2.438 0.001
H -0.735 -0.331 -2.477 -0.023
H -2.148 -0.576 -3.503 0.004
H -2.903 1.452 1.826 0.002
H -1.333 -0.352 3.771 0.000
H -1.970 1.249 4.142 0.000
H -0.669 1.075 2.957 0.033
H -3.670 -1.182 3.207 0.000
H -4.603 -0.425 1.899 0.000
H -4.418 0.391 3.442 -0.001
```

Properties
Orbital gap (spin up / spin down) = 0.20984 / 0.22125 Eh
Relative energy (zero: lowest compared OMol25 entry of this formula, charge and spin) = 0.00 kcal per mole
HOMO level (spin up / spin down) = -17.00 / -17.26 eV
Total energy = -128885.2689 eV
2S+1 = 4
Charge = +3

***

Computed, not measured: a structure of composition C21H39AuCl3N7O3Si, with wB97M-V/def2-TZVPD.

Structure (XYZ):
```
75
Properties=species:S:1:pos:R:3:mulliken_spin:R:1
C 2.704 -2.262 -2.815 -0.002
C 2.026 -1.541 -3.944 0.001
H 2.682 -3.346 -2.983 0.000
H 2.192 -2.051 -1.867 0.002
H 3.761 -1.964 -2.702 0.000
C 1.839 -2.072 -5.160 0.000
C 2.332 -3.419 -5.559 0.000
H 1.308 -1.509 -5.927 0.000
H 2.182 -4.161 -4.766 0.000
H 3.408 -3.389 -5.780 0.000
H 1.826 -3.785 -6.458 0.000
Au 0.923 -0.041 4.516 0.578
Cl 1.939 2.140 4.478 0.387
Cl 1.993 -0.691 2.568 0.352
C -0.443 2.130 2.379 -0.004
O -1.297 1.308 2.719 0.017
N -0.679 3.279 1.722 0.000
C -2.045 3.636 1.393 -0.001
C 0.395 4.204 1.374 -0.002
H 0.626 2.004 2.591 0.003
H -2.732 3.177 2.116 0.000
H -2.321 3.319 0.370 0.000
H -2.125 4.730 1.430 0.000
H 1.266 3.984 2.009 0.003
H 0.033 5.230 1.541 -0.001
H 0.675 4.111 0.308 0.001
H 0.366 -4.643 3.015 0.001
H -0.396 -2.738 1.483 0.002
C -0.655 -4.764 3.400 -0.004
C -1.403 -3.124 1.727 -0.002
N -1.450 -3.590 3.088 0.052
H -0.627 -4.942 4.474 0.000
C -1.955 -2.762 4.039 -0.003
O -2.527 -1.688 3.832 0.002
H -2.137 -2.328 1.579 0.001
H -1.805 -3.157 5.058 0.004
H -1.097 -5.630 2.892 0.001
H -1.601 -3.977 1.060 0.001
O 0.367 -0.364 -2.730 0.001
C 1.482 -0.163 -3.590 0.000
C -0.007 0.622 -5.538 0.000
C 1.184 0.699 -4.807 0.000
H -0.807 -0.047 -5.190 0.000
C -0.144 1.385 -6.705 0.000
H 2.284 0.334 -3.022 0.000
C 2.217 1.560 -5.216 0.000
H -1.068 1.310 -7.276 0.000
C 0.902 2.210 -7.137 0.000
C 2.086 2.285 -6.399 0.000
H 3.119 1.601 -4.590 0.000
H 0.796 2.782 -8.053 0.000
H 2.931 2.893 -6.737 0.000
Si -0.561 0.402 -1.583 0.001
Cl 0.621 -2.335 4.975 0.545
C -2.322 0.058 -2.110 0.000
C -0.280 2.237 -1.887 0.000
C -0.136 -0.328 0.068 0.003
H -2.443 0.298 -3.178 0.000
H -3.042 0.667 -1.545 0.000
H -2.584 -1.001 -1.979 0.000
H -0.061 -1.417 -0.036 -0.002
H -0.853 -0.130 0.873 -0.002
H 0.835 0.022 0.432 0.000
H -0.331 2.439 -2.971 0.000
H 0.712 2.564 -1.544 0.000
H -1.038 2.878 -1.412 0.000
N -1.109 0.971 9.475 0.000
N -1.071 0.948 8.076 0.000
N -2.196 0.569 7.396 0.004
C -1.694 0.310 6.201 -0.008
N -0.341 0.425 6.162 0.071
N 0.060 0.773 7.403 -0.003
H -0.326 1.512 9.826 0.000
H -2.023 1.309 9.761 0.000
H -2.346 0.042 5.388 0.001
```

Properties
Orbital gap (spin up / spin down) = 0.30331 / 0.14921 Eh
Relative energy (zero: lowest compared OMol25 entry of this formula, charge and spin) = 0.00 kcal per mole
HOMO level (spin up / spin down) = -8.25 / -8.61 eV
Total energy = -88118.2604 eV
2S+1 = 3

***

Computed, not measured: a cluster of 5 separate species, C21H39B2F5N8O7PS in total, with wB97M-V/def2-TZVPD.

Structure (XYZ):
```
84
Properties=species:S:1:pos:R:3:mulliken_charge:R:1
C -2.208 -0.864 3.681 -1.363
C -1.624 -1.368 2.338 -0.765
C -0.914 -0.261 1.537 -2.592
C -1.138 -0.101 0.016 2.074
B -2.767 -0.014 -0.101 0.647
C -3.628 0.712 0.980 -1.047
O -3.487 -0.617 -1.122 -0.507
C -0.563 1.330 -0.374 -1.425
B -1.629 2.508 -0.716 1.242
O -2.123 3.246 0.348 -0.721
O -1.972 2.797 -1.987 -0.503
O 0.487 1.408 -1.340 -0.164
C 0.727 0.418 -2.292 -1.343
C -0.228 -0.763 -2.282 -0.329
N 0.409 -1.835 -3.007 0.052
P -1.763 -0.181 -3.281 0.130
N -0.904 0.053 -4.726 -0.567
O -2.384 -1.705 -3.525 -0.574
N -0.456 -1.239 -0.855 0.383
C -1.297 -2.513 -0.825 -0.341
C -0.768 -3.945 -1.084 -0.280
C -0.781 -4.536 -2.471 -1.506
N -0.493 -4.726 -0.115 -0.686
S 1.200 -1.646 -0.049 0.878
O 1.833 -0.402 0.256 -0.361
O 0.849 -2.514 1.029 -0.625
C 2.560 -2.561 -0.962 0.592
F 2.301 -3.838 -1.090 -0.271
F 2.906 -2.063 -2.137 -0.248
C 3.852 -2.380 -0.054 0.674
F 3.623 -2.518 1.231 -0.220
F 4.674 -3.325 -0.441 -0.249
F 4.405 -1.224 -0.293 -0.215
H -1.985 0.190 3.854 0.312
H -3.291 -0.978 3.728 0.355
H -1.781 -1.415 4.521 0.365
H -2.428 -1.881 1.808 0.245
H -0.897 -2.139 2.595 0.516
H 0.145 -0.278 1.799 1.029
H -1.221 0.700 1.955 1.059
H -4.420 1.250 0.447 0.349
H -4.130 -0.039 1.600 0.375
H -3.128 1.450 1.600 0.369
H -3.998 -1.365 -0.783 0.307
H -0.101 1.723 0.538 -0.115
H -1.436 3.830 0.719 0.242
H -2.432 3.658 -2.011 0.152
H 0.727 0.858 -3.289 0.638
H 1.743 0.040 -2.122 0.301
H 1.110 -1.464 -3.636 0.374
H -0.241 -2.386 -3.556 0.430
H -0.520 -0.792 -5.138 0.189
H -1.555 0.474 -5.382 0.359
H -3.270 -1.583 -3.896 0.308
H -2.093 -2.361 -1.547 0.790
H -1.763 -2.557 0.154 0.785
H -1.072 -5.581 -2.384 0.481
H -1.496 -4.027 -3.119 0.297
H 0.215 -4.505 -2.912 0.282
H -0.548 -4.267 0.791 0.285
C 4.385 -2.550 4.506 -0.292
C 4.099 -2.787 5.914 0.134
N 3.861 -2.969 7.027 -0.338
H 5.083 -3.298 4.137 0.307
H 3.463 -2.609 3.931 -0.019
H 4.824 -1.561 4.379 0.215
C -2.537 6.816 -3.765 -0.842
C -3.303 5.768 -3.108 0.522
N -3.929 4.947 -2.591 -0.517
H -3.181 7.366 -4.448 0.328
H -2.137 7.501 -3.021 0.281
H -1.715 6.376 -4.326 0.280
C 4.934 1.464 1.408 -0.171
C 4.703 2.866 1.093 0.202
N 4.518 3.976 0.836 -0.411
H 4.566 1.249 2.410 0.209
H 4.407 0.841 0.694 -0.175
H 5.999 1.240 1.365 0.381
C 0.607 3.736 3.942 -0.839
C 0.348 4.237 2.602 0.624
N 0.155 4.671 1.550 -0.552
H 0.342 2.682 4.002 0.183
H 1.663 3.854 4.178 0.312
H 0.015 4.295 4.664 0.332
```

Properties
Orbital gap = 0.29694 Eh
Relative energy (zero: lowest compared OMol25 entry of this formula, charge and spin) = 9.64 kcal per mole
HOMO level = -12.09 eV
Total energy = -83720.5425 eV
Charge = +1

***

Computed, not measured: a structure of composition C21H39BrNSeSiW, with wB97M-V/def2-TZVPD.

Structure (XYZ):
```
65
Properties=species:S:1:pos:R:3:mulliken_charge:R:1
W -0.079 0.832 -0.534 1.050
C -1.057 -1.910 0.581 -0.986
N -0.304 -1.344 -0.562 -0.258
C -1.019 -1.726 -1.810 -1.098
C 1.070 -1.933 -0.603 -1.041
C 1.905 -1.131 -1.557 0.282
C 2.974 -1.673 -2.250 -0.930
C 3.715 -0.864 -3.102 -0.531
C 3.391 0.478 -3.256 -0.807
C 2.331 1.018 -2.544 -0.595
C 1.563 0.227 -1.679 0.767
H -1.147 -2.993 0.463 0.401
H -2.050 -1.466 0.614 0.284
H -0.535 -1.682 1.506 0.389
H -1.082 -2.814 -1.874 0.384
H -0.480 -1.355 -2.680 0.394
H -2.026 -1.315 -1.795 0.417
H 1.014 -2.991 -0.876 0.498
H 1.477 -1.861 0.408 0.403
H 3.233 -2.720 -2.135 0.440
H 4.548 -1.284 -3.651 0.384
H 3.974 1.101 -3.922 0.442
H 2.108 2.074 -2.656 0.340
C -3.380 5.036 -4.137 -1.705
C -2.805 3.711 -3.599 2.406
C -3.664 2.549 -4.124 -1.781
C -1.400 3.521 -4.190 -1.949
Si -2.753 3.801 -1.696 -0.555
Br -2.556 1.491 -1.075 -0.462
C -4.392 4.251 -0.830 2.251
C -4.535 5.785 -0.807 -1.730
C -5.593 3.663 -1.588 -2.007
C -4.492 3.727 0.614 -1.709
C -1.184 4.609 -0.960 2.546
C -1.283 4.695 0.570 -2.168
C 0.125 3.894 -1.303 -0.722
C -1.052 6.041 -1.526 -1.869
H -3.329 5.024 -5.230 0.530
H -2.823 5.909 -3.796 0.322
H -4.426 5.175 -3.864 0.310
H -3.709 2.623 -5.214 0.547
H -4.687 2.563 -3.755 0.324
H -3.226 1.580 -3.883 0.341
H -1.493 3.374 -5.270 0.659
H -0.893 2.638 -3.789 0.292
H -0.764 4.392 -4.041 0.301
H -4.447 6.234 -1.798 0.314
H -3.806 6.258 -0.150 0.331
H -5.527 6.037 -0.423 0.548
H -5.701 4.068 -2.593 0.358
H -6.503 3.916 -1.037 0.594
H -5.547 2.574 -1.652 0.345
H -3.685 4.061 1.259 0.308
H -4.531 2.638 0.652 0.360
H -5.428 4.097 1.043 0.538
H -1.409 3.716 1.035 0.313
H -2.098 5.342 0.889 0.436
H -0.357 5.126 0.961 0.561
H 0.082 2.816 -1.071 -0.803
H 0.939 4.284 -0.689 0.656
H 0.407 3.967 -2.348 0.369
H -1.933 6.650 -1.326 0.363
H -0.871 6.046 -2.600 0.347
H -0.201 6.535 -1.048 0.538
Se 0.596 1.139 1.561 -0.277
```

Properties
Orbital gap (spin up / spin down) = 0.26187 / 0.26066 Eh
Relative energy (zero: lowest compared OMol25 entry of this formula, charge and spin) = 0.00 kcal per mole
HOMO level (spin up / spin down) = -10.60 / -10.41 eV
Total energy = -168987.0025 eV
Charge = +1

***

Computed, not measured: a cluster of 2 separate species, C21H39IN3O6S3 in total, with wB97M-V/def2-TZVPD.

Structure (XYZ):
```
73
Properties=species:S:1:pos:R:3:mulliken_charge:R:1
O -1.449 1.144 4.608 -0.593
S -0.466 1.056 3.579 0.849
O -0.117 2.248 2.887 -0.473
C -0.917 -0.272 2.440 -0.756
C -2.055 0.069 1.418 0.087
S -3.063 1.521 1.854 -0.087
N -2.965 -1.136 1.409 -0.100
C -4.031 -1.126 0.333 -0.476
C -4.411 -2.592 0.085 -0.919
C -5.784 -2.622 -0.617 0.050
C -6.884 -3.345 0.188 -0.778
O -6.734 -1.825 -0.039 -0.359
C -3.613 -0.376 -0.960 -0.930
I -5.292 0.592 -1.900 0.123
O -2.655 0.637 -0.811 -0.246
C -1.523 0.244 -0.033 -0.537
C -0.494 1.363 -0.207 -1.142
C 0.955 1.007 0.156 -0.684
C 1.508 -0.276 -0.527 -0.439
C 2.384 -1.040 0.492 -0.442
C 3.525 -1.835 -0.164 -0.536
C 4.519 -2.337 0.902 -0.859
C 3.930 -3.571 1.592 -0.574
S 3.953 -5.066 0.542 -0.155
C 2.230 -5.343 0.399 0.573
N 1.356 -5.209 1.321 -0.292
N 0.109 -5.484 0.778 -0.489
C 0.339 -5.781 -0.444 0.041
O 1.635 -5.709 -0.779 -0.279
H 0.672 0.577 4.160 0.198
H -0.038 -0.681 1.938 -0.130
H -1.297 -1.084 3.074 0.729
H -3.409 1.320 3.144 0.255
H -2.374 -1.961 1.247 0.614
H -3.407 -1.246 2.323 0.531
H -4.902 -0.618 0.746 0.796
H -4.564 -3.121 1.026 0.408
H -3.707 -3.090 -0.587 0.483
H -5.806 -2.759 -1.690 0.403
H -6.974 -3.218 1.258 0.373
H -7.723 -3.429 -0.494 0.362
H -3.301 -1.135 -1.689 0.599
H -1.195 -0.735 -0.417 0.508
H -0.501 1.597 -1.276 0.387
H -0.868 2.253 0.302 0.414
H 1.119 0.950 1.229 0.163
H 1.572 1.839 -0.192 0.611
H 0.736 -0.918 -0.957 0.238
H 2.196 0.035 -1.316 0.564
H 1.773 -1.654 1.168 0.101
H 2.865 -0.285 1.126 0.258
H 3.096 -2.663 -0.734 0.191
H 4.061 -1.126 -0.801 0.456
H 5.502 -2.542 0.476 0.383
H 4.599 -1.546 1.654 0.415
H 2.897 -3.353 1.856 0.225
H 4.456 -3.836 2.510 0.433
H -0.399 -6.037 -1.186 0.440
C 2.145 5.469 -4.192 -1.083
C 1.533 5.225 -2.824 -0.334
O 2.356 4.465 -1.954 -0.334
C 3.624 5.023 -1.646 -0.301
C 3.552 6.379 -0.967 -1.102
H 2.388 4.522 -4.677 0.300
H 1.446 6.016 -4.825 0.391
H 3.065 6.052 -4.131 0.268
H 0.613 4.650 -2.942 0.288
H 1.249 6.170 -2.350 0.329
H 4.246 5.070 -2.546 0.311
H 4.107 4.312 -0.974 0.321
H 3.087 7.132 -1.605 0.267
H 4.554 6.729 -0.717 0.396
H 2.964 6.316 -0.050 0.299
```

Properties
Orbital gap = 0.30811 Eh
HOMO level = -11.39 eV
Total energy = -79759.1977 eV
Charge = +1

***

no.,largest force on an atom (hartree/bohr)
1,0.0488
2,0.0172
3,0.0482
4,0.0289
5,0.0043
6,0.0855